This record from the Open Molecules 2025 dataset describes a molecular structure, C50H52FMnN6O2S. The level of theory is the ωB97M-V functional and the def2-TZVPD basis.

As for the spin multiplicity: 2. The orbital gap (alpha / beta) comes out at 5.7 / 5.7 eV. The expectation value of S² is 1.0135. As for the HOMO energy (alpha / beta): -3.579 / -3.579 eV. The value obtained for the total energy is -4064.7575 a.u. The energy relative to the best compared isomer or geometry (same formula, charge and spin) is 0.5683 eV. The charge is -1.

XYZ file:
```
113
Properties=species:S:1:pos:R:3:forces:R:3
Mn -0.203 -0.125 -0.204 0.5 0.3 0.1
C -0.673 1.986 1.815 0.0 0.2 0.1
N 0.508 1.267 1.331 -0.1 0.1 -0.3
C 1.286 0.628 2.375 0.2 -0.1 0.2
C 1.973 -0.565 1.795 -0.4 0.2 -0.1
N 1.726 -0.973 0.581 0.1 -0.7 -0.2
C 2.525 -2.105 0.409 0.0 0.1 0.0
C 2.667 -2.958 -0.681 0.0 0.0 0.1
C 3.533 -4.027 -0.547 0.0 0.0 0.0
C 4.246 -4.253 0.638 0.0 -0.1 -0.1
C 4.119 -3.412 1.727 0.0 0.0 0.0
C 3.250 -2.338 1.582 0.0 -0.1 0.0
N 2.884 -1.324 2.446 0.1 0.2 -0.1
C -1.518 2.272 0.627 0.5 0.0 0.1
N -1.339 1.576 -0.468 -0.9 -0.4 -0.1
C -2.394 1.949 -1.301 0.1 0.0 -0.1
C -2.790 1.453 -2.535 0.0 0.0 0.1
C -3.932 1.990 -3.100 0.0 0.0 0.0
C -4.667 2.996 -2.457 0.0 0.0 0.0
C -4.284 3.495 -1.224 0.0 -0.1 -0.1
C -3.137 2.947 -0.669 -0.1 0.1 0.0
N -2.503 3.181 0.541 -0.2 0.1 0.1
H -0.433 2.901 2.369 0.0 0.0 0.0
H -1.263 1.324 2.458 0.0 0.0 0.0
H 1.089 1.891 0.782 0.0 0.1 0.2
H 0.623 0.296 3.175 0.0 0.0 -0.1
H 2.028 1.301 2.824 0.0 0.0 0.0
H 2.114 -2.798 -1.593 -0.1 0.0 -0.1
H 3.656 -4.711 -1.377 0.0 0.0 0.0
H 4.909 -5.107 0.702 0.0 0.0 0.0
H 4.662 -3.589 2.646 0.0 0.0 0.0
H 3.080 -1.272 3.431 0.0 -0.1 0.1
H -2.234 0.656 -3.004 0.0 0.0 0.0
H -4.277 1.617 -4.056 0.0 0.0 0.0
H -5.565 3.376 -2.927 0.0 0.0 0.0
H -4.868 4.238 -0.698 0.0 0.0 0.0
H -2.954 3.602 1.348 0.1 -0.1 0.0
C 2.730 2.954 -0.475 0.1 0.1 -0.1
C 2.789 1.541 -1.066 0.0 0.0 0.0
C 4.136 0.885 -0.774 0.1 0.0 0.0
C 2.437 1.547 -2.535 0.2 0.1 0.1
C 3.233 2.312 -3.383 0.0 0.0 0.1
C 2.969 2.411 -4.733 -0.1 0.0 0.0
C 1.842 1.768 -5.218 0.0 0.0 0.0
C 1.011 1.007 -4.405 0.0 0.1 -0.2
C -0.261 0.482 -5.058 -0.1 0.0 0.1
C 0.006 -0.411 -6.273 0.0 0.0 -0.1
C -1.155 1.651 -5.488 0.0 0.0 0.0
C 1.337 0.821 -3.034 -0.2 0.0 0.1
N 0.574 -0.032 -2.203 0.2 0.1 -0.4
C 0.362 -1.277 -2.732 0.1 -0.2 0.2
C 1.166 -1.959 -3.672 0.0 0.1 0.0
C 0.883 -3.255 -4.076 0.0 0.0 0.0
C -0.204 -3.955 -3.572 0.0 0.0 0.0
C -1.019 -3.329 -2.631 0.1 0.0 0.0
C -0.709 -2.051 -2.256 0.0 0.0 0.1
F -1.502 -1.444 -1.304 0.1 0.0 -0.3
H 2.936 2.941 0.601 0.0 0.0 0.0
H 1.752 3.413 -0.645 0.0 0.0 0.0
H 3.471 3.614 -0.931 0.0 0.0 0.0
H 2.034 0.937 -0.579 0.0 -0.1 -0.1
H 4.961 1.450 -1.216 0.0 0.0 0.0
H 4.173 -0.130 -1.173 0.0 0.0 0.0
H 4.312 0.828 0.305 0.0 0.0 0.0
H 4.083 2.838 -2.962 0.0 0.0 0.0
H 3.604 2.995 -5.388 0.0 0.0 0.0
H 1.583 1.875 -6.265 0.0 0.0 0.0
H -0.810 -0.107 -4.326 0.0 0.0 0.0
H 0.453 0.168 -7.085 0.0 0.0 0.0
H -0.933 -0.825 -6.648 0.0 0.0 0.0
H 0.670 -1.243 -6.043 0.0 0.1 0.0
H -0.673 2.235 -6.275 0.0 0.0 0.0
H -1.375 2.324 -4.660 0.0 0.0 0.0
H -2.104 1.279 -5.886 0.0 0.0 0.0
H 2.032 -1.448 -4.073 0.0 0.0 0.0
H 1.539 -3.728 -4.798 0.0 0.0 0.0
H -0.419 -4.964 -3.896 0.0 0.0 0.0
H -1.880 -3.809 -2.183 0.0 0.0 0.0
S -3.910 0.656 2.260 -0.2 0.0 0.0
C -4.461 2.210 2.769 0.1 0.3 0.0
C -3.745 3.007 3.696 0.1 -0.1 0.0
C -4.135 4.293 4.041 0.0 0.1 0.0
C -5.274 4.865 3.487 0.0 -0.1 0.0
C -6.012 4.099 2.585 0.0 0.2 0.0
C -5.620 2.822 2.237 0.0 -0.2 -0.2
H -2.866 2.570 4.162 0.0 0.0 0.0
H -3.543 4.851 4.759 0.0 0.0 0.0
H -5.584 5.867 3.756 0.0 0.0 0.0
H -6.912 4.512 2.138 0.0 0.0 0.0
H -6.199 2.253 1.519 0.0 0.0 0.0
C 2.446 -3.314 6.319 0.1 0.0 0.0
C 1.463 -2.954 5.235 0.0 0.0 0.0
C 0.590 -1.884 5.389 0.0 0.0 0.0
C -0.363 -1.570 4.420 0.1 0.0 0.0
C -1.350 -0.454 4.657 0.0 -0.1 0.0
C -0.396 -2.320 3.245 -0.1 -0.1 0.1
C 0.450 -3.420 3.080 -0.1 0.0 0.1
C 0.315 -4.292 1.863 0.0 0.0 -0.1
C 1.363 -3.725 4.080 0.1 0.0 0.0
C -1.391 -1.979 2.152 -0.4 0.1 -0.1
O -2.496 -2.495 2.178 0.2 -0.2 0.0
O -0.955 -1.137 1.292 -0.1 0.2 0.4
H 2.745 -2.435 6.892 0.0 0.0 0.0
H 3.346 -3.772 5.906 0.0 0.0 0.0
H 2.014 -4.029 7.024 0.0 0.0 0.0
H 0.634 -1.290 6.298 0.0 0.0 0.0
H -2.009 -0.712 5.489 0.0 0.0 0.0
H -1.998 -0.266 3.797 0.0 0.0 0.1
H -0.843 0.477 4.930 0.0 0.0 0.0
H 0.229 -3.697 0.952 0.0 0.0 0.0
H -0.597 -4.888 1.934 0.0 0.0 0.0
H 1.170 -4.962 1.760 0.0 0.0 0.0
H 2.021 -4.579 3.949 0.0 0.0 0.0
```
Positions in Å, forces in eV/Å.

Mulliken atomic charge list, values in e, 99 entries: number 1, Mn, carries 1.13; number 2, C, carries 1.10; number 3, N, carries 0.65; number 4, C, carries -0.53; number 5, C, carries -1.24; number 6, N, carries 2.84; number 7, C, carries -0.65; number 8, C, carries -0.18; number 9, C, carries -0.61; number 10, C, carries -0.78; number 11, C, carries -0.96; number 12, C, carries 0.22; number 13, N, carries 0.35; number 14, C, carries -1.24; number 15, N, carries 0.80; number 16, C, carries 0.27; number 17, C, carries -0.02; number 18, C, carries -0.93; number 19, C, carries -0.65; number 20, C, carries -0.95; number 21, C, carries 0.00; number 22, N, carries -0.05; number 23, H, carries 0.65; number 24, H, carries -0.98; number 25, H, carries -0.20; number 26, H, carries -0.76; number 27, H, carries 0.54; number 28, H, carries 0.08; number 29, H, carries 0.49; number 30, H, carries 0.39; number 31, H, carries 0.52; number 32, H, carries 0.39; number 33, H, carries 0.49; number 34, H, carries 0.44; number 35, H, carries 0.38; number 36, H, carries 0.47; number 37, H, carries 0.19; number 38, C, carries -1.86; number 39, C, carries 2.41; number 40, C, carries -1.91; number 41, C, carries 0.60; number 42, C, carries -0.42; number 43, C, carries -1.66; number 44, C, carries -0.47; number 45, C, carries 0.63; number 46, C, carries 1.38; number 47, C, carries -1.84; number 48, C, carries -1.56; number 49, C, carries -0.81; number 50, N, carries 1.78; number 51, C, carries 0.12; number 52, C, carries -0.96; number 53, C, carries -0.90; number 54, C, carries -0.79; number 55, C, carries -0.55; number 56, C, carries 0.14; number 57, F, carries -0.43; number 58, H, carries 0.47; number 59, H, carries 0.38; number 60, H, carries 0.35; number 61, H, carries -1.01; number 62, H, carries 0.34; number 63, H, carries 0.33; number 64, H, carries 0.45; number 65, H, carries 0.32; number 66, H, carries 0.37; number 67, H, carries 0.30; number 68, H, carries -0.40; number 69, H, carries 0.40; number 70, H, carries 0.42; number 71, H, carries 0.33; number 72, H, carries 0.35; number 73, H, carries 0.38; number 74, H, carries 0.40; number 75, H, carries 0.65; number 76, H, carries 0.46; number 77, H, carries 0.40; number 78, H, carries 0.56; number 79, S, carries -0.39; number 80, C, carries 0.00; number 81, C, carries -0.17; number 82, C, carries -0.54; number 83, C, carries -0.45; number 84, C, carries -0.60; number 85, C, carries -0.32; number 86, H, carries 0.24; number 87, H, carries 0.38; number 88, H, carries 0.37; number 89, H, carries 0.35; number 90, H, carries 0.40; number 91, C, carries -1.75; number 92, C, carries 0.62; number 93, C, carries -0.96; number 94, C, carries 0.76; number 95, C, carries -1.21; number 96, C, carries 1.84; number 97, C, carries 0.80; number 98, C, carries -1.45; number 99, C, carries -0.80